Molecular formula: C58H126N6O10
Method: DFT, the ωB97M-V functional and the def2-TZVPD basis

Geometry as XYZ:
```
200
Properties=species:S:1:pos:R:3:forces:R:3:mulliken_charge:R:1
C 3.76651 21.98094 -5.14572 0.46 -0.69 0.70 -2.08
C 2.55138 22.81122 -5.49649 -0.21 0.61 1.45 1.67
C 1.44232 22.42406 -4.49259 -0.83 0.85 0.63 -1.04
C 2.94320 24.29319 -5.19802 -0.38 -0.02 -0.91 -0.96
C 2.00817 25.25190 -5.89862 -1.13 0.28 0.94 -0.55
C 1.81754 24.97146 -7.35826 -0.14 0.05 -0.22 -1.43
C 1.27037 23.52285 -7.65206 0.11 1.36 1.86 1.58
C -0.22833 23.44779 -7.20862 0.60 -0.43 -1.63 -1.80
C 1.42451 23.27479 -9.15092 0.22 -0.83 0.15 -1.52
N 2.15428 22.62639 -6.88735 0.82 -0.29 -1.07 0.24
O 1.74785 21.26333 -7.10820 0.09 0.46 0.35 -0.48
H 4.18258 22.32661 -4.19398 -0.38 0.06 0.20 0.33
H 3.43705 20.95465 -4.97100 0.38 -0.17 -0.28 0.44
H 4.64971 22.03272 -5.78456 -0.45 -0.04 -0.64 0.44
H 1.67183 22.55751 -3.42926 0.96 -0.25 -0.11 -0.12
H 0.65318 23.18056 -4.53266 -0.37 -0.35 -0.53 -0.04
H 1.02711 21.42025 -4.57578 0.02 0.04 -0.45 0.66
H 2.89549 24.52753 -4.13413 0.15 -0.50 0.12 0.05
H 3.97482 24.43920 -5.52686 0.01 0.12 -0.10 0.54
H 1.00425 25.19149 -5.45451 0.04 -0.45 0.21 0.17
H 2.19690 26.29978 -5.64657 0.68 0.01 -0.48 0.48
H 2.75694 25.15277 -7.88651 0.01 -0.29 -0.14 0.43
H 1.11091 25.72756 -7.71028 -0.12 -0.25 -0.41 0.43
H -0.64094 22.44688 -7.35030 0.30 -0.18 0.14 0.37
H -0.68153 24.02006 -8.02105 -0.69 0.46 0.68 0.53
H -0.45799 23.76020 -6.19587 0.06 0.38 -0.17 0.30
H 1.80911 22.26280 -9.27345 -0.20 -0.04 -0.29 0.26
H 2.16110 23.93238 -9.60970 -0.11 0.15 0.06 0.36
H 0.47694 23.33893 -9.68306 0.04 0.09 -0.03 0.37
H 2.41836 20.95155 -7.72415 0.01 -0.16 0.10 0.36
C -2.43306 20.58646 0.21153 0.29 -0.29 -1.42 -1.71
C -3.51160 21.23339 -0.72518 -0.17 0.47 2.19 1.90
C -4.65037 21.78113 0.19873 0.75 0.55 -0.23 -2.01
C -2.95806 22.44686 -1.48806 1.37 -0.66 -1.23 -0.50
C -2.10315 22.07184 -2.72940 -0.02 0.22 -0.06 0.97
C -2.74718 21.02019 -3.59834 -0.51 0.69 -0.35 -2.02
C -3.34124 19.82098 -2.84041 0.27 -1.07 -0.69 2.25
C -4.35977 19.12424 -3.76276 -0.11 0.88 0.54 -2.12
C -2.20245 18.83542 -2.55457 1.49 -0.21 0.45 -1.66
N -4.12046 20.33854 -1.70187 0.10 0.75 -0.33 0.28
O -4.84195 19.32740 -1.03385 0.40 -0.60 0.10 -0.50
H -2.05553 21.18693 1.03867 -0.32 0.42 -0.16 0.49
H -2.74116 19.62955 0.63379 -0.32 0.02 -0.14 0.35
H -1.58435 20.38952 -0.44597 0.27 -0.13 0.37 0.11
H -4.25402 22.59108 0.81944 0.23 0.25 -0.39 0.34
H -5.40307 22.21059 -0.46414 -0.40 -0.16 0.32 0.52
H -5.03536 21.12755 0.98047 -0.21 -0.59 -0.61 0.38
H -3.77881 23.03876 -1.89482 -0.12 0.17 0.38 0.75
H -2.25624 23.03732 -0.90209 -0.63 0.11 0.55 -0.70
H -1.96500 22.94364 -3.37830 -0.24 0.25 0.21 0.60
H -1.05442 21.80180 -2.56285 -0.14 -0.26 0.83 -0.98
H -1.97597 20.82277 -4.34863 -0.26 -0.99 -0.03 0.38
H -3.55390 21.49140 -4.16974 -0.16 0.00 0.14 0.39
H -3.85400 18.79827 -4.66877 -0.24 -0.03 -0.11 0.40
H -5.10061 19.90865 -3.93699 -0.13 -0.21 -0.58 0.53
H -4.89525 18.31590 -3.26910 0.35 -0.23 -0.04 0.38
H -2.36280 18.12067 -1.74648 -0.31 0.17 0.08 0.33
H -1.25038 19.34564 -2.36389 -0.25 0.35 0.67 -0.05
H -1.82965 18.24649 -3.39925 -0.97 -0.05 -0.45 0.49
H -5.76788 19.56754 -1.13975 0.05 0.11 -0.10 0.34
C 1.93151 24.05176 0.97804 -1.03 0.04 0.34 -1.76
C 1.53408 25.19803 0.03227 0.74 0.85 -0.58 2.34
C 2.54920 25.33373 -1.10954 1.23 1.14 0.19 -2.30
C 0.19762 24.97110 -0.70029 -0.32 0.75 1.76 -1.41
C -0.92183 25.04937 0.36627 -0.33 -0.34 0.18 -0.03
C -1.00433 26.44207 1.02014 -0.08 -0.71 -1.31 -1.92
C 0.33548 26.86586 1.63021 0.01 2.06 0.79 1.75
C 0.32096 28.44418 1.71290 -0.01 0.36 0.55 -1.55
C 0.52539 26.35745 3.06859 0.26 -0.52 -0.36 -1.84
N 1.43745 26.51229 0.74218 -1.02 -0.50 -2.03 0.48
O 2.66851 27.08233 1.08122 0.27 -0.44 0.70 -0.50
H 1.17936 24.00962 1.76764 0.03 -0.11 0.02 0.30
H 1.88698 23.07493 0.49363 0.34 0.05 -0.18 0.23
H 2.87801 24.20393 1.49757 0.24 0.13 -0.43 0.51
H 2.23126 25.98949 -1.92578 -0.74 -0.54 -0.20 0.48
H 3.43298 25.91737 -0.82811 0.23 -0.59 0.54 0.53
H 2.93139 24.37513 -1.45824 -0.29 -0.06 -0.14 0.09
H -0.03250 25.81401 -1.35748 0.47 0.21 -0.02 0.54
H 0.32249 24.13519 -1.39098 -0.53 -0.58 0.55 0.36
H -1.87384 24.78626 -0.09302 -0.15 0.14 0.22 0.46
H -0.80842 24.44544 1.27045 0.28 -0.95 -0.60 0.05
H -1.80861 26.39245 1.75577 0.25 0.16 0.33 0.41
H -1.36638 27.12998 0.25170 0.39 0.34 0.07 0.51
H 1.30574 28.86278 1.51137 -0.16 -0.07 -0.67 0.28
H 0.13694 28.91391 2.68642 -0.15 -0.85 0.42 0.34
H -0.49031 28.89436 1.13976 0.41 -0.13 -0.66 0.38
H 1.59000 26.42556 3.29938 -0.03 0.12 0.20 0.35
H 0.25172 25.30384 3.15715 -0.11 0.03 0.18 0.23
H -0.04216 26.96706 3.76815 -0.06 -0.18 0.07 0.52
H 2.95191 27.51213 0.26799 -0.05 0.20 0.10 0.35
C 8.45352 22.91087 3.27418 0.10 1.40 0.67 -1.70
C 8.60248 23.52519 1.86632 1.33 -0.97 0.20 1.81
C 8.20952 25.00620 1.97182 -0.38 -0.33 -0.48 -1.87
C 10.10636 23.42884 1.40647 -0.14 0.72 0.21 -1.32
C 10.65313 22.07367 0.95218 -0.38 -0.15 0.00 -0.57
C 9.72726 21.51443 -0.14454 0.97 0.54 -0.53 -1.61
C 8.27446 21.47983 0.32409 -0.80 -0.75 -0.26 2.11
C 7.38088 21.14380 -0.89345 -1.02 0.72 0.11 -2.01
C 8.01744 20.34577 1.36941 0.43 0.66 -0.17 -1.74
N 7.85613 22.80022 0.83870 -0.17 1.22 -1.66 -0.27
O 6.42328 22.82279 1.02951 1.66 -0.63 0.63 0.13
H 8.78254 21.88527 3.39811 -0.33 -0.04 -0.02 0.26
H 9.02260 23.52800 3.97859 0.57 -0.20 -0.21 0.49
H 7.46986 23.16043 3.68487 -0.42 -0.86 -0.35 0.38
H 7.12350 25.09772 2.01366 0.00 -0.01 -0.02 0.34
H 8.60912 25.45738 2.87918 0.15 -0.10 -0.01 0.38
H 8.56868 25.57110 1.11179 -0.04 -0.03 -0.05 0.41
H 10.30902 24.11999 0.58189 -0.65 -0.09 -0.34 0.39
H 10.72961 23.91491 2.16320 -0.07 -0.51 0.47 0.45
H 11.67189 22.28195 0.62237 -0.02 -0.32 -0.33 0.44
H 10.74726 21.32329 1.74050 -0.09 0.21 0.27 0.31
H 10.05396 20.58550 -0.62424 -0.17 -0.69 1.08 0.47
H 9.87337 22.08242 -1.07187 -0.65 0.93 0.35 0.45
H 7.12626 22.04795 -1.45149 0.69 0.06 -0.27 0.52
H 6.37257 20.85382 -0.58485 0.20 -0.43 0.39 0.11
H 7.75600 20.35490 -1.54299 0.32 0.08 0.10 0.43
H 7.98829 19.37629 0.87543 0.10 -0.07 0.11 0.54
H 7.05502 20.50414 1.86127 -0.11 -0.26 -0.04 0.25
H 8.76184 20.38186 2.16139 0.09 -0.39 -0.11 0.29
H 6.40411 22.05432 1.61881 -1.27 0.20 0.27 0.08
C 1.52144 22.80174 6.60124 0.61 0.75 -0.48 -1.80
C 2.72091 22.07792 5.95530 0.47 0.40 0.33 1.88
C 3.92566 23.03826 5.69370 0.25 -0.61 -0.07 -1.39
C 3.17913 21.04667 7.02524 0.70 0.81 -0.50 -1.72
C 4.10849 19.97906 6.40792 -1.56 0.28 0.33 -0.79
C 3.44956 19.33863 5.17155 1.46 -0.31 -0.22 -1.06
C 2.85948 20.26134 4.05927 -0.88 -0.20 2.73 2.67
C 3.97247 20.63141 3.12111 1.31 0.32 -1.35 -1.38
C 1.69683 19.50753 3.40640 1.45 -0.23 -1.91 -1.01
N 2.27359 21.44740 4.72658 -1.19 -1.43 0.42 -0.55
O 1.67769 22.33389 3.80907 0.93 0.07 0.26 -0.18
H 1.79728 23.20332 7.57954 0.00 -0.56 0.27 0.43
H 1.24502 23.72237 6.08222 -0.20 -0.32 -0.49 0.19
H 0.69725 22.09306 6.62251 -0.15 0.21 0.25 0.49
H 4.40283 22.83448 4.73090 -0.55 0.44 -0.41 0.15
H 3.63472 24.07923 5.81758 0.32 0.08 -0.15 0.39
H 4.77248 22.76608 6.32719 -0.21 0.47 0.52 0.36
H 3.79010 21.65250 7.69919 0.02 -0.05 0.11 0.55
H 2.34915 20.78792 7.68409 -0.17 -0.95 -0.55 0.44
H 5.06474 20.46776 6.22168 0.09 -0.18 -0.24 0.19
H 4.23351 19.19119 7.15108 0.43 -0.02 -0.06 0.47
H 2.84985 18.50977 5.55017 -0.84 0.43 -0.32 0.57
H 4.23486 18.81222 4.61664 0.10 -0.22 0.17 0.17
H 3.83758 21.57252 2.57948 -0.41 -0.04 -0.06 -0.12
H 4.19336 19.89251 2.34299 -0.51 -0.21 -0.01 0.16
H 4.96340 20.74349 3.57511 -0.23 0.04 0.65 0.58
H 1.51304 20.04728 2.47560 -1.16 0.28 0.39 0.03
H 0.85518 19.23956 4.03498 -0.08 0.64 0.07 0.55
H 2.04362 18.57656 2.93893 0.36 -0.18 0.52 -0.57
H 2.44572 22.80566 3.44552 -0.32 0.34 -0.28 0.23
C 5.15657 16.54216 -1.05889 -0.31 0.47 -0.29 -1.85
C 5.12886 15.67612 0.17930 2.05 -2.05 -0.32 1.41
C 5.81687 14.31585 -0.27707 -0.85 -0.98 -0.67 -1.94
C 6.06302 16.22077 1.27543 -0.50 -1.12 1.16 -0.76
C 5.79107 15.50062 2.62666 0.28 0.34 -0.91 -1.00
C 4.29686 15.48125 3.00108 1.95 -0.36 0.25 -0.58
C 3.34564 14.93638 1.94807 0.03 -0.92 -1.01 1.58
C 3.36696 13.37710 1.86530 1.10 -0.25 -0.87 -1.64
C 1.95932 15.49471 2.28152 -0.80 0.92 0.32 -1.33
N 3.75476 15.51252 0.63409 -0.51 0.81 0.58 1.09
O 2.95675 14.95132 -0.39453 0.09 0.06 0.04 -0.53
H 4.54815 16.13711 -1.86835 -0.23 -0.06 0.21 0.40
H 4.77771 17.53168 -0.79268 0.16 0.08 -0.22 0.07
H 6.15440 16.59431 -1.49517 0.16 0.23 0.37 0.50
H 5.14584 13.81957 -0.98660 -0.17 0.11 0.01 0.33
H 6.75344 14.36324 -0.83862 0.04 0.86 0.13 0.46
H 6.02052 13.52398 0.44782 -0.20 0.50 0.57 0.34
H 7.08423 15.89172 1.08264 0.09 0.60 -0.68 0.43
H 6.02232 17.30056 1.42694 -0.16 0.08 -0.19 0.06
H 6.23946 14.50328 2.64484 -0.39 -0.24 -0.50 0.40
H 6.44728 15.99263 3.34997 -0.61 0.32 0.42 0.45
H 4.06761 16.52042 3.23763 -0.51 -0.17 0.41 -0.26
H 4.33183 14.78430 3.84049 -0.94 0.51 0.49 0.56
H 3.10181 12.80387 2.75150 -0.34 0.35 0.12 0.43
H 4.35545 13.01435 1.55824 0.40 0.42 0.73 0.31
H 2.89182 12.96272 0.97191 -1.01 0.44 0.33 0.29
H 1.60061 15.31771 3.29928 0.62 -0.30 0.22 0.37
H 1.06148 15.26456 1.70347 0.55 -0.56 -0.61 0.19
H 2.02998 16.58233 2.19481 0.09 -0.01 0.01 -0.13
H 2.35489 15.67632 -0.62697 0.00 0.13 0.19 0.18
O 0.74610 16.82875 -0.65416 0.66 -0.44 0.63 -0.04
C -0.16304 15.98883 -1.37868 -0.02 1.69 -0.25 -0.11
C 0.30988 14.55432 -1.57058 -1.42 1.27 -0.60 -0.70
O 0.10557 13.84970 -0.38242 0.56 -0.64 0.31 -0.66
H 0.19627 17.45506 -0.17457 0.39 0.22 0.23 0.04
H -1.10367 16.05351 -0.82563 -0.16 -0.72 -0.24 0.47
H -0.28733 16.60506 -2.27962 -0.35 -1.04 -0.62 0.03
H 1.29613 14.50950 -2.03490 0.17 -0.18 0.37 0.28
H -0.39761 14.17408 -2.31454 0.11 -0.32 0.01 0.46
H 0.92826 13.83683 0.12354 0.04 0.08 -0.10 0.35
O 0.98669 20.13711 -0.00588 -0.69 -1.15 -0.03 0.14
C 1.56250 19.88821 -1.31320 -0.09 2.11 1.26 0.23
C 3.05342 19.74169 -1.07566 -0.83 -0.32 -0.31 -0.82
O 3.57628 21.00307 -0.64187 0.12 -0.39 -0.49 0.28
H 1.58974 20.69758 0.49399 0.08 0.10 -0.21 -0.26
H 1.05520 19.09128 -1.84827 0.15 -0.38 0.48 0.32
H 1.30104 20.83475 -1.79600 0.62 -0.17 -0.91 -0.25
H 3.53520 19.34569 -1.97159 0.29 0.15 0.06 0.87
H 3.13844 19.03555 -0.24567 0.22 -0.27 -0.16 -0.16
H 4.41418 21.09523 -1.10390 0.06 0.40 0.21 -0.29
```
Positions in Å, forces in eV/Å.

Calculated values
- Net charge: 0
- Spin multiplicity: 1
- E_LUMO: 0.46 eV
- SMILES: CC1(C)CCCC(C)(C)N1O.CC1(C)CCCC(C)(C)N1O.CC1(C)CCCC(C)(C)N1O.CC1(C)CCCC(C)(C)N1O.CC1(C)CCCC(C)(C)N1O.CC1(C)CCCC(C)(C)N1O.OCCO.OCCO
- Energy above the lowest of the compared OMol25 structures with the same formula, charge and spin: 5.035 eV
- Largest force on an atom: 2.916 eV/A
- HOMO: -7.9 eV

---

Molecular formula: C4H5N3O
Method: DFT, the ωB97M-V functional and the def2-TZVPD basis

Geometry as XYZ:
```
13
Properties=species:S:1:pos:R:3:forces:R:3:nbo_charge:R:1
N 0.54770 1.51652 -0.08630 -3.69 5.45 1.74 -0.87
C -0.49654 0.51367 0.02387 1.91 0.31 -0.08 0.05
C -1.83888 0.31309 0.03843 -1.35 2.47 -1.14 -0.12
N -2.17844 -0.98678 -0.07385 1.74 -1.99 0.40 -0.20
N -1.08642 -1.68002 -0.06085 0.40 -0.16 -0.09 -0.19
C 0.02784 -0.76370 -0.06131 -0.42 -5.06 1.13 -0.12
C 1.28103 -1.38032 0.04772 0.15 3.24 -0.80 0.35
O 2.41941 -0.63052 -0.12205 -2.39 -1.20 0.78 -0.63
H -0.19389 2.36960 -0.61919 3.67 -2.46 2.15 0.40
H 0.80890 1.96418 1.01284 -1.30 -1.44 -4.05 0.39
H -2.71121 0.92454 -0.17177 0.53 0.86 0.63 0.21
H 1.42928 -2.41165 0.27804 -0.06 -0.57 -0.27 0.22
H 1.99121 0.25138 -0.20556 0.81 0.56 -0.39 0.52
```
Positions in Å, forces in eV/Å.

Calculated values
- Net charge: 0
- Spin multiplicity: 1
- E_LUMO: -0.74 eV
- SMILES: NC1=CN=N/C1=C/O
- Energy above the lowest of the compared OMol25 structures with the same formula, charge and spin: 4.984 eV
- Largest force on an atom: 6.807 eV/A
- HOMO: -9.2 eV

---

The highest HOMO belongs to which entry?
C58H126N6O10